*i*
DFT (ωB97M-V/def2-TZVPD) results for a cluster of 15 separate species, C15H60N30O15 in total.

Each line ends with the Löwdin charge.
Positions of all 120 atoms, in Å:
C1 -0.75139 -0.13334 -4.25960  -0.6139
O1 0.28989 -0.66194 -3.86548  -0.0143
N1 -0.99333 0.02038 -5.60043  0.1704
N2 -1.62412 0.48637 -3.42679  0.1651
H1 -0.32393 -0.33180 -6.25713  0.1079
H2 -1.82909 0.48169 -5.90641  0.0993
H3 -1.31160 0.67618 -2.48161  0.0489
H4 -2.44257 0.92638 -3.80904  0.1158
C2 -5.17689 1.88192 0.51296  -0.6736
O2 -5.81737 2.92215 0.58787  0.0130
N3 -3.80227 1.91369 0.47206  0.1659
N4 -5.77046 0.66924 0.29636  0.1580
H5 -3.21296 1.10111 0.44318  0.0552
H6 -3.42978 2.85137 0.50838  0.0544
H7 -6.76993 0.77818 0.33575  0.0982
H8 -5.33833 -0.23984 0.35880  0.0411
C3 1.91866 -2.10041 2.42605  -0.6503
O3 2.28723 -2.41156 1.29694  -0.0111
N5 2.73888 -1.49403 3.32472  0.1804
N6 0.64828 -2.37913 2.82618  0.1792
H9 3.62401 -1.14981 3.02018  0.0604
H10 2.36618 -1.19495 4.20681  0.1023
H11 0.11715 -3.00508 2.22369  0.0686
H12 0.28584 -2.13316 3.72779  0.0904
C4 -3.58890 -1.89832 2.04040  -0.6037
O4 -4.04763 -1.67764 0.92464  -0.0105
N7 -2.47139 -1.30146 2.55251  0.1768
N8 -4.13369 -2.85326 2.85787  0.1690
H13 -1.84642 -0.77882 1.95778  0.0938
H14 -2.15924 -1.63860 3.44376  0.0941
H15 -3.98034 -2.79835 3.84669  0.0971
H16 -4.81555 -3.46290 2.44931  0.1089
C5 -1.87444 1.98314 4.04519  -0.6373
O5 -1.07882 1.69282 3.14717  -0.0286
N9 -3.05157 1.30323 4.24619  0.1603
N10 -1.62938 2.94879 4.96164  0.1792
H17 -3.12129 0.41583 3.77252  0.0543
H18 -3.62274 1.44071 5.05812  0.0958
H19 -0.81102 3.54399 4.87452  0.0544
H20 -2.37082 3.29326 5.54410  0.1062
C6 0.09488 0.07968 -0.26501  -0.6221
O6 -1.10278 0.12650 -0.60734  -0.0512
N11 0.59039 0.74848 0.81091  0.1876
N12 1.01238 -0.70202 -0.89632  0.2131
H21 0.05423 1.48538 1.24232  0.0828
H22 1.55570 0.54903 1.03609  0.0657
H23 0.68486 -1.34496 -1.60296  0.0645
H24 1.79158 -1.02291 -0.33991  0.0693
C7 0.74859 5.15626 3.72130  -0.6502
O7 0.07937 5.22916 4.75251  -0.0053
N13 1.81945 5.96961 3.49468  0.1552
N14 0.59039 4.17600 2.78585  0.1752
H25 2.23025 5.98985 2.57635  0.0778
H26 2.03608 6.70851 4.13586  0.1005
H27 0.12494 3.30600 3.00124  0.0520
H28 1.11722 4.26032 1.92356  0.0350
C8 -4.59391 -1.81502 -2.63610  -0.6784
O8 -4.48969 -1.84777 -3.85333  0.0009
N15 -3.78622 -1.05737 -1.83860  0.1652
N16 -5.47055 -2.57744 -1.91037  0.1541
H29 -3.76746 -1.21337 -0.84127  0.0286
H30 -3.12714 -0.40770 -2.22004  0.0448
H31 -5.32792 -2.73626 -0.92738  0.0708
H32 -6.05575 -3.24803 -2.37302  0.0966
C9 -1.88191 4.18732 -1.17781  -0.6395
O9 -2.74267 4.41044 -0.35440  0.0478
N17 -1.38942 5.13900 -2.04874  0.1528
N18 -1.34688 2.93861 -1.37449  0.1647
H33 -0.73774 4.91000 -2.77285  0.0791
H34 -1.61864 6.09712 -1.86363  0.1016
H35 -1.66502 2.14384 -0.84445  0.0481
H36 -0.66274 2.81450 -2.09365  0.0668
C10 4.02596 1.49211 1.81281  -0.6130
O10 3.58368 0.88334 0.83081  -0.0333
N19 3.78649 2.82348 1.96961  0.1966
N20 4.85450 0.94217 2.73597  0.1723
H37 3.36610 3.31317 1.19104  0.0640
H38 3.98073 3.26654 2.84851  0.1070
H39 5.10193 1.46287 3.55809  0.1087
H40 5.16085 -0.01041 2.69615  0.1026
C11 2.18859 -5.89022 -0.10854  -0.6767
O11 1.86511 -6.87160 -0.75622  0.0027
N21 2.57550 -5.96378 1.21005  0.1485
N22 2.24732 -4.61454 -0.60528  0.1797
H41 2.81559 -5.10911 1.67722  0.0746
H42 2.68319 -6.84931 1.66147  0.0916
H43 2.02058 -4.56032 -1.58371  0.0593
H44 2.24482 -3.86185 0.06377  0.0430
C12 4.78503 -0.16422 -2.31839  -0.7046
O12 5.29810 -0.68397 -3.30854  0.0098
N23 4.73439 -0.82826 -1.13285  0.1724
N24 4.05785 0.98518 -2.41413  0.1626
H45 5.17341 -1.72757 -1.08534  0.1148
H46 4.18956 -0.46028 -0.36413  0.0409
H47 3.84634 1.29974 -3.34004  0.0992
H48 3.82469 1.49756 -1.58093  0.0519
C13 -0.89541 -4.06789 -0.59085  -0.6510
O13 -0.61622 -3.95468 0.60432  -0.0100
N25 -0.94716 -5.29666 -1.17366  0.1749
N26 -1.17710 -3.02383 -1.42677  0.1897
H49 -0.70276 -6.07857 -0.59335  0.1024
H50 -1.31396 -5.40991 -2.09836  0.0964
H51 -1.67768 -3.26567 -2.26253  0.0975
H52 -1.12707 -2.07302 -1.10868  0.0529
C14 2.11313 4.17078 -0.72135  -0.6324
O14 2.06800 4.63122 0.42692  -0.0285
N27 2.50562 4.94432 -1.77141  0.1757
N28 1.83753 2.87959 -1.01627  0.1898
H53 2.68407 5.92116 -1.63816  0.1119
H54 2.75138 4.49802 -2.63601  0.0998
H55 1.64815 2.67448 -1.97953  0.0994
H56 1.70142 2.20924 -0.27508  0.0612
C15 2.55898 -3.47336 -3.52365  -0.6860
O15 3.46665 -4.21781 -3.19120  0.0182
N29 1.33138 -3.94565 -3.91458  0.1528
N30 2.59355 -2.11596 -3.37259  0.1793
H57 1.16776 -4.93101 -3.99417  0.1000
H58 0.58329 -3.32431 -4.16721  0.0745
H59 1.78406 -1.54570 -3.61168  0.0330
H60 3.40938 -1.71425 -2.94416  0.0490

Summary:
E_LUMO (eV): -0.34


*ii*
DFT (ωB97M-V/def2-TZVPD) results for a cluster of 15 separate species, C15H60N30O15 in total.

Each line ends with the Löwdin charge.
Positions of all 120 atoms, in Å:
C1 0.08773 -0.16628 0.18136  -0.6321
O1 1.08260 -0.18344 0.93441  -0.0299
N1 -1.20483 -0.05754 0.50038  0.2124
N2 0.25390 -0.78332 -1.03482  0.1800
H1 -1.81766 -0.36293 -0.23142  0.0751
H2 -1.49503 0.28233 1.40588  0.0630
H3 1.23659 -0.91726 -1.23231  0.0649
H4 -0.58301 -0.80373 -1.58899  0.0570
C2 -0.71862 0.70624 4.44559  -0.6401
O2 -1.04782 0.40445 3.29307  -0.0523
N3 -0.61784 -0.13373 5.50089  0.1951
N4 -0.24740 1.96453 4.68229  0.1896
H5 -0.36490 0.17847 6.41456  0.1085
H6 -0.80218 -1.09763 5.24925  0.0651
H7 -0.63712 2.49860 3.91104  0.0664
H8 0.24264 2.19977 5.51883  0.1047
C3 -1.52764 -3.30921 3.94661  -0.6832
O3 -2.06261 -2.71386 4.89075  -0.0222
N5 -0.73635 -2.68651 3.06706  0.1846
N6 -1.49910 -4.66264 3.85043  0.1614
H9 -0.35671 -3.16368 2.26550  0.0658
H10 -0.63445 -1.68360 3.08606  0.0509
H11 -1.82326 -5.19938 4.63166  0.1021
H12 -0.89892 -5.06975 3.14558  0.0604
C4 -0.98499 -1.65538 -5.81128  -0.6813
O4 -0.33442 -2.69057 -5.98351  0.0180
N7 -1.58457 -1.06799 -6.89646  0.1563
N8 -1.28351 -1.16422 -4.59983  0.1523
H13 -1.85378 -1.79654 -7.53868  0.1110
H14 -2.13441 -0.23588 -6.77839  0.0920
H15 -2.03365 -0.54295 -4.36762  0.0933
H16 -1.01293 -1.84524 -3.89628  0.1006
C5 -3.22038 2.76347 -0.65348  -0.6733
O5 -4.35502 2.29135 -0.75339  -0.0145
N9 -2.96962 4.00999 -0.20586  0.1613
N10 -2.14539 2.26026 -1.35686  0.1349
H17 -3.74185 4.64864 -0.13434  0.1128
H18 -2.04932 4.41589 -0.15013  0.0822
H19 -2.16978 1.49233 -1.99687  0.0566
H20 -1.22225 2.67439 -1.22390  0.0340
C6 1.14656 3.78036 -0.02690  -0.6314
O6 0.09541 3.68907 -0.67696  -0.0287
N11 2.10193 4.69167 -0.33429  0.1881
N12 1.48965 2.92975 0.97927  0.1876
H21 2.95925 4.69084 0.18946  0.1013
H22 2.11237 5.11002 -1.24485  0.1016
H23 2.22136 3.21017 1.60561  0.1188
H24 1.11165 1.99503 0.96002  0.0643
C7 -3.45586 -2.37709 -1.36525  -0.6493
O7 -2.32564 -2.35378 -1.89280  -0.0256
N13 -3.72522 -2.49074 -0.05629  0.1821
N14 -4.51355 -1.89245 -2.08982  0.1566
H25 -4.56789 -2.00975 0.19561  0.0996
H26 -3.10223 -3.03930 0.51483  0.1184
H27 -5.44495 -2.08862 -1.77271  0.1003
H28 -4.29168 -1.50283 -2.98513  0.0954
C8 4.06052 2.23657 -1.17873  -0.6924
O8 4.59189 2.40156 -0.07405  -0.0088
N15 4.56664 2.86787 -2.28041  0.1500
N16 2.94554 1.53170 -1.43938  0.1883
H29 5.47553 3.28460 -2.21649  0.1004
H30 4.06660 2.72019 -3.13936  0.0792
H31 2.48160 1.72995 -2.31473  0.0486
H32 2.46401 1.20322 -0.61568  0.0716
C9 3.23316 -1.03532 3.64017  -0.7034
O9 4.01130 -1.65548 4.37561  0.0009
N17 3.61658 -0.21354 2.65375  0.1673
N18 1.89360 -1.17703 3.68629  0.1579
H33 2.83509 0.06668 2.08484  0.0560
H34 4.60080 -0.22347 2.43113  0.1063
H35 1.22309 -0.60434 3.20152  0.0465
H36 1.54151 -1.81298 4.37935  0.0940
C10 1.04982 -4.89215 0.71864  -0.6192
O10 -0.01409 -4.93035 1.34669  -0.0192
N19 1.89114 -5.97397 0.80116  0.1573
N20 1.56838 -3.88543 -0.03044  0.1919
H37 2.66843 -5.95073 0.17234  0.0913
H38 1.49291 -6.80969 1.18802  0.1089
H39 2.48526 -4.06741 -0.38604  0.0773
H40 1.00295 -3.15405 -0.43109  0.0889
C11 2.38568 -1.77135 -3.56456  -0.6491
O11 2.87071 -1.31423 -2.51352  -0.0573
N21 1.96910 -0.89033 -4.48504  0.1940
N22 2.13705 -3.09061 -3.71718  0.1910
H41 2.08912 0.08642 -4.22286  0.0721
H42 1.40064 -1.23651 -5.24062  0.0765
H43 2.37241 -3.68718 -2.94884  0.0934
H44 1.77306 -3.47030 -4.57607  0.0964
C12 -4.85033 1.08761 2.73193  -0.6183
O12 -4.14086 2.09744 2.64173  -0.0102
N23 -4.17616 -0.08638 2.91022  0.1737
N24 -6.19316 0.96556 2.83055  0.1762
H45 -3.19256 0.09012 3.07928  0.0719
H46 -4.52241 -1.02267 2.82488  0.0938
H47 -6.52510 0.07958 3.15839  0.0985
H48 -6.82328 1.70396 2.57830  0.1114
C13 -1.57280 4.21635 2.74321  -0.7197
O13 -0.64464 5.02390 2.54217  -0.0163
N25 -2.60654 4.48989 3.56047  0.1755
N26 -1.60605 3.03255 2.10895  0.1453
H49 -2.59442 5.38101 4.01797  0.1053
H50 -3.41973 3.91692 3.37730  0.0709
H51 -2.46799 2.49963 2.10120  0.0522
H52 -0.74699 2.79316 1.64512  0.0702
C14 0.42885 2.38258 -4.09357  -0.6278
O14 1.53758 1.86509 -3.91418  -0.0222
N27 -0.73106 1.72540 -4.02156  0.1721
N28 0.28420 3.73727 -4.22896  0.1785
H53 -1.59866 2.21493 -4.13832  0.1060
H54 -0.63695 0.71367 -4.11612  0.0644
H55 1.04466 4.35246 -4.00655  0.1070
H56 -0.65530 4.07143 -4.11175  0.0984
C15 5.48078 -1.82646 -0.07900  -0.6739
O15 6.21001 -1.61237 0.88204  0.0223
N29 4.12146 -1.89059 -0.01169  0.1540
N30 5.94428 -1.97685 -1.35675  0.1472
H57 3.49166 -1.66941 -0.77597  0.0345
H58 3.73732 -1.81153 0.91675  0.0751
H59 5.23542 -1.75105 -2.03707  0.0698
H60 6.89543 -2.21528 -1.55001  0.0952

Summary:
E_LUMO (eV): -0.45


The structure shown above that is most stable: *i*.